C22H38F6O26PS5 as an isolated structure at a distorted geometry, computed with the ωB97M-V functional and the def2-TZVPD basis.

## Properties
Energy above the lowest of the compared OMol25 structures with the same formula, charge and spin (kJ/mol): 0.0
Orbital gap (eV): 9.66
E (eV): -156441.700

The geometry in ORCA input format:
```
! RIJCOSX wB97M-V def2-TZVPD def2/J DEFGRID3
* xyz -1 1
P -11.7770 -4.0328 18.1559
F -13.0460 -4.3569 19.1409
F -12.6190 -2.8605 17.4403
F -11.2043 -3.0647 19.3032
F -10.4813 -3.8009 17.2448
F -11.0773 -5.3482 18.8287
F -12.3941 -5.0353 17.0124
O -14.0114 -7.0278 23.4673
C -14.8119 -6.3297 22.9117
O -16.0981 -6.2550 23.3338
C -16.8659 -5.3635 22.4862
C -16.0115 -5.1421 21.2428
C -14.6156 -5.3831 21.7782
H -17.0036 -4.4184 23.0235
H -17.8455 -5.8216 22.3805
H -16.1690 -4.1787 20.7586
H -16.3132 -5.8704 20.4844
H -14.1239 -4.4547 22.0888
H -13.9395 -5.6929 20.9828
O -8.8769 -8.9603 21.6474
C -9.3433 -7.8641 21.8152
O -10.6354 -7.5890 21.6239
C -10.9324 -6.1732 21.7904
C -9.6605 -5.5606 22.3966
C -8.5693 -6.6050 22.1720
H -11.7617 -6.1020 22.4892
H -11.1708 -5.8099 20.7982
H -9.8225 -5.3771 23.4568
H -9.3760 -4.6235 21.9174
H -8.0387 -6.8021 23.1005
H -7.8915 -6.4077 21.3463
O -16.1963 -9.8414 19.7681
C -15.2871 -9.2403 19.2703
O -14.7053 -8.1812 19.8564
C -13.7436 -7.5631 18.9766
C -13.3899 -8.6470 17.9663
C -14.6320 -9.5333 17.9246
H -12.8385 -7.2077 19.4609
H -14.2678 -6.7394 18.4915
H -12.4866 -9.2379 18.1163
H -13.1782 -8.1751 16.9999
H -14.3684 -10.5899 17.9575
H -15.3104 -9.3640 17.0925
C -8.0627 -3.1631 18.9908
C -7.3749 -4.4728 18.5418
O -6.1476 -4.5528 19.2569
S -6.0809 -3.4726 20.4157
O -4.7772 -2.9364 20.5748
O -6.7380 -3.9854 21.5777
O -7.0269 -2.4261 19.6746
H -8.8431 -3.3652 19.7215
H -8.4238 -2.5518 18.1743
H -7.1719 -4.4692 17.4709
H -7.9920 -5.3501 18.7341
C -13.5746 -1.2704 20.0747
C -12.4232 -0.3159 19.6669
O -12.8484 0.9493 20.1628
S -14.4100 1.0564 19.8206
O -14.6053 1.1196 18.4063
O -15.0399 2.0200 20.6473
O -14.7157 -0.4281 20.3562
H -13.3609 -1.9267 20.9174
H -13.9217 -1.9615 19.3069
H -12.3052 -0.2648 18.5860
H -11.5084 -0.6209 20.1609
C -15.1846 -2.0018 15.0018
C -15.5449 -1.8945 16.4714
O -16.9789 -1.6949 16.4295
S -17.2444 -0.5652 15.3115
O -16.9826 0.7221 15.8600
O -18.4817 -0.7777 14.6384
O -16.0632 -1.0595 14.3416
H -15.3213 -2.9821 14.5436
H -14.2053 -1.6307 14.6954
H -15.1290 -0.9962 16.9356
H -15.2993 -2.7681 17.0654
C -10.4746 -1.2398 15.5373
C -11.3580 0.0306 15.3366
O -11.1600 0.8225 16.4951
S -9.6568 0.5485 16.9981
O -9.4945 0.8094 18.3795
O -8.7892 1.1407 16.0259
O -9.7330 -1.0338 16.7376
H -9.8108 -1.4155 14.6940
H -11.1384 -2.0904 15.6637
H -12.4151 -0.1989 15.2472
H -11.0276 0.5501 14.4361
C -12.5949 -4.9751 14.0631
C -12.4718 -6.4626 14.4684
O -13.6171 -7.1348 13.9575
S -14.7393 -6.0926 13.4459
O -15.6066 -5.8382 14.5484
O -15.2711 -6.5387 12.2060
O -13.7133 -4.8866 13.1822
H -11.7061 -4.6047 13.5603
H -12.7536 -4.3688 14.9531
H -12.4363 -6.6453 15.5361
H -11.5479 -6.8785 14.0606
*
```

Löwdin atomic charge list, values in e, 8 entries: number 1, P, carries 0.20; number 2, F, carries -0.17; number 3, F, carries -0.14; number 4, F, carries -0.12; number 5, F, carries -0.12; number 6, F, carries -0.17; number 7, F, carries -0.18; number 8, O, carries 0.12

=====

C32H43CoN2O7S4Si as an isolated structure at a distorted geometry, computed with the ωB97M-V functional and the def2-TZVPD basis.

## Properties
Orbital gap (alpha / beta) (eV): 7.56 / 7.69
E (eV): -140043.786

The geometry in ORCA input format:
```
! RIJCOSX wB97M-V def2-TZVPD def2/J DEFGRID3
* xyz -1 2
Co -0.3969 0.2757 -0.1439
C 1.3188 -1.7908 5.0268
C 2.6396 -1.4139 4.3670
S 2.6652 -0.2728 2.9480
C 1.3908 0.9354 3.3673
C -0.0552 0.5416 3.0671
S -0.1459 -0.9280 2.0194
C -1.5534 -1.8003 2.7080
C -1.2675 -2.4373 4.0654
S 0.3738 -3.1666 4.2929
H 0.6592 -0.9315 5.1069
H 1.5521 -2.0961 6.0503
H 3.1462 -2.3112 4.0133
H 3.2680 -0.9810 5.1496
H 1.6431 1.8230 2.7868
H 1.4979 1.1836 4.4254
H -0.5622 1.3521 2.5399
H -0.5966 0.3482 3.9936
H -1.7924 -2.5650 1.9651
H -2.4158 -1.1365 2.7861
H -1.9766 -3.2497 4.2396
H -1.4213 -1.7176 4.8729
C -1.2851 3.6425 4.5454
C -1.5101 4.0749 3.1257
C -0.8908 5.2143 2.6237
C -1.0898 5.6140 1.3119
C -1.9221 4.8677 0.4934
C -2.5456 3.7270 0.9736
C -2.3296 3.3347 2.2827
S -2.2266 5.3815 -1.1784
O -3.6102 5.1174 -1.4460
O -1.6646 6.6966 -1.3354
N -1.3781 4.3686 -2.1161
C 0.0592 4.5016 -2.2697
C 0.8531 3.9197 -1.1061
C 0.3785 2.5410 -0.6881
O -0.3078 1.8621 -1.5021
O 0.6847 2.0994 0.4383
H -1.0612 4.4937 5.1858
H -0.4451 2.9505 4.6106
H -2.1605 3.1340 4.9441
H -0.2482 5.7997 3.2693
H -0.6267 6.5082 0.9226
H -3.1842 3.1432 0.3294
H -2.8034 2.4333 2.6463
H -1.6546 3.3997 -2.0094
H 0.2955 5.5557 -2.4176
H 0.2999 3.9680 -3.1918
H 0.8485 4.5647 -0.2249
H 1.8969 3.8166 -1.4177
C 2.6409 -3.2730 -3.7654
C 2.6127 -2.2469 -2.6352
C 3.4569 -2.7499 -1.4645
C 3.2216 -0.9381 -3.1366
Si 0.8335 -1.9600 -1.9984
O 0.8827 -0.9202 -0.7874
C -0.2934 -1.3637 -3.3959
C -1.4185 -2.0437 -3.8538
C -2.2602 -1.5002 -4.8113
C -1.9990 -0.2440 -5.3319
C -0.9028 0.4674 -4.8733
C -0.0692 -0.0862 -3.9159
C 0.2480 -3.6475 -1.3584
C -0.2652 -4.6912 -2.1265
C -0.6100 -5.9103 -1.5603
C -0.4340 -6.1206 -0.2016
C 0.0950 -5.1068 0.5821
C 0.4265 -3.8896 0.0073
H 3.6660 -3.4161 -4.1239
H 2.0359 -2.9508 -4.6134
H 2.2709 -4.2433 -3.4361
H 4.4991 -2.8711 -1.7805
H 3.1064 -3.7148 -1.0970
H 3.4328 -2.0471 -0.6354
H 4.2805 -1.0875 -3.3767
H 3.1533 -0.1575 -2.3818
H 2.7298 -0.5847 -4.0403
H -1.6719 -3.0077 -3.4329
H -3.1343 -2.0508 -5.1350
H -2.6587 0.1879 -6.0737
H -0.7102 1.4662 -5.2447
H 0.7438 0.5091 -3.5314
H -0.3901 -4.5637 -3.1954
H -1.0148 -6.6988 -2.1826
H -0.7026 -7.0711 0.2421
H 0.2588 -5.2648 1.6416
H 0.8454 -3.1079 0.6242
O -2.2669 -0.5673 -0.7724
N -2.8819 0.1525 0.0349
O -2.0997 0.9220 0.6900
*
```

Löwdin atomic charge list, values in e, 8 entries: number 1, Co, carries 0.47; number 2, C, carries -0.54; number 3, C, carries -0.54; number 4, S, carries 0.84; number 5, C, carries -0.54; number 6, C, carries -0.48; number 7, S, carries 0.91; number 8, C, carries -0.48

=====

Q: What is the formula in the first record?
A: C22H38F6O26PS5